(1)
The following is a quantum chemistry calculation of a 6-piece molecular cluster, C43H76F10O13 overall, from the OMol25 dataset.

Output
Kohn-Sham gap ... 0.35250 Ha
Net charge ... 0
Structure (SMILES) ... CCOCCOC[C@@H](COCOCCO)O[C@@H](CCC(F)(F)C(F)(F)C(F)(F)C(F)(F)F)CO[C@@H](CC=O)CCF.C1CCOC1.C1CCOC1.C1CCOC1.C1CCOC1.C1CCOC1
E ... -99611.3264 eV
LUMO ... 0.418 eV

```
142
C43H76F10O13, DFT wB97M-V/def2-TZVPD
C -0.12999 -4.99180 -6.46299
C 0.80120 -4.96418 -5.24010
O 0.12714 -4.54948 -4.05934
C 0.15191 -3.15519 -3.82587
C -1.01368 -2.78176 -2.91271
O -0.66385 -2.70357 -1.53650
C 0.03848 -1.52062 -1.21022
C -0.89708 -0.31721 -1.03869
C -1.30420 -0.05394 0.42658
O -0.30964 0.70364 1.08810
C -0.77186 1.90890 1.66900
O 0.30870 2.70441 2.04175
C 1.45532 2.02177 2.55371
C 1.17300 1.13421 3.77375
O 1.61079 -0.20893 3.57983
O -0.25144 0.80740 -1.60812
C -1.09135 1.89501 -1.99017
C -0.16953 3.02086 -2.45469
C 0.93826 2.45605 -3.37291
C 1.15598 3.30534 -4.59954
F 0.00763 3.42269 -5.34383
F 1.53682 4.57319 -4.26278
C 2.24830 2.80375 -5.58334
F 2.29803 3.64401 -6.62861
F 3.42682 2.86871 -4.93294
C 2.15870 1.35292 -6.15964
F 2.41672 0.47932 -5.17459
F 3.11389 1.25544 -7.09568
C 0.84107 0.88807 -6.83739
F 1.03736 -0.26117 -7.42881
F -0.12842 0.72167 -5.94091
F 0.43508 1.76761 -7.71573
C -2.10628 1.44890 -3.04733
O -3.35292 1.15842 -2.41841
C -4.38050 0.70506 -3.30154
C -5.06720 -0.46321 -2.59403
C -5.41992 -0.19561 -1.15182
O -6.29941 -0.79646 -0.56406
C -5.36448 1.84682 -3.70743
C -5.05197 3.18759 -3.05238
F -5.79260 4.19743 -3.70521
H 0.14693 -4.24496 -7.21392
H -0.10675 -5.96949 -6.95213
H -1.15811 -4.79255 -6.15172
H 1.20487 -5.95681 -5.02509
H 1.65635 -4.30133 -5.43087
H 1.10280 -2.88183 -3.34540
H 0.08202 -2.59639 -4.77288
H -1.45941 -1.83407 -3.24812
H -1.77000 -3.56888 -2.99510
H 0.57736 -1.72494 -0.27722
H 0.78811 -1.26198 -1.97098
H -1.82919 -0.53317 -1.57697
H -2.28443 0.44130 0.48382
H -1.41277 -1.02626 0.92820
H -1.36282 2.48355 0.94346
H -1.40658 1.66766 2.53859
H 1.89648 1.40548 1.76211
H 2.16836 2.81501 2.79579
H 1.71381 1.50415 4.64876
H 0.09932 1.15390 4.00173
H 1.23334 -0.50662 2.73901
H -1.67011 2.23493 -1.12015
H 0.27081 3.53704 -1.59670
H -0.77156 3.77095 -2.98278
H 0.67549 1.45204 -3.69616
H 1.89611 2.38567 -2.84774
H -1.73939 0.53946 -3.54598
H -2.23160 2.22991 -3.80978
H -3.90497 0.31286 -4.20930
H -4.41750 -1.34893 -2.60665
H -5.99953 -0.73710 -3.10352
H -4.82704 0.56846 -0.62443
H -6.38921 1.56033 -3.44339
H -5.35141 1.99501 -4.79095
H -5.33200 3.20757 -1.99365
H -3.99951 3.45947 -3.13958
C 4.21557 2.03807 8.49449
C 5.26713 1.38657 7.59932
C 4.39579 0.65845 6.58460
O 3.21084 1.44668 6.44251
C 3.14942 2.42869 7.47868
H 4.58970 2.89043 9.05919
H 3.82064 1.30705 9.20254
H 5.86932 2.15226 7.10463
H 5.93702 0.72158 8.14029
H 4.11680 -0.33847 6.94089
H 4.86300 0.55399 5.60499
H 3.35400 3.41623 7.04994
H 2.14043 2.43500 7.89323
C -7.37024 -3.70062 2.80195
C -7.49902 -3.12936 1.39017
C -6.43047 -3.91731 0.64616
O -6.36108 -5.19641 1.28195
C -7.08312 -5.16887 2.51230
H -8.25917 -3.55986 3.41531
H -6.52290 -3.24374 3.31809
H -8.48728 -3.35462 0.98260
H -7.34085 -2.05653 1.32790
H -5.45322 -3.42771 0.72103
H -6.66223 -4.06260 -0.40921
H -8.01265 -5.73789 2.39763
H -6.47821 -5.65055 3.28174
C 9.14434 -0.97048 10.65328
C 8.77088 -0.38245 12.01362
C 7.83398 0.74859 11.60896
O 7.17804 0.31289 10.41737
C 7.82667 -0.84931 9.89871
H 9.50455 -1.99671 10.70317
H 9.91359 -0.36036 10.17565
H 8.23671 -1.12305 12.61215
H 9.62616 -0.03133 12.58868
H 8.39025 1.66791 11.39678
H 7.07700 0.96962 12.36208
H 7.18931 -1.72340 10.07029
H 7.95906 -0.72532 8.82283
C 3.42869 -6.06268 -0.81884
C 2.03165 -6.30195 -0.24708
C 1.18969 -6.35400 -1.51563
O 2.03865 -6.89771 -2.53309
C 3.39048 -6.91734 -2.07983
H 4.23447 -6.34768 -0.14381
H 3.55556 -5.00912 -1.07767
H 1.99743 -7.25933 0.27742
H 1.70092 -5.52435 0.43972
H 0.86370 -5.35736 -1.82298
H 0.30828 -6.98893 -1.42098
H 3.68566 -7.95065 -1.86486
H 4.03178 -6.53585 -2.87610
C -3.54382 8.08952 -4.02110
C -2.65844 7.70155 -5.20459
C -1.75854 6.64284 -4.58160
O -2.54470 5.99206 -3.57804
C -3.74247 6.74409 -3.33638
H -4.48605 8.54983 -4.31371
H -3.01375 8.78153 -3.36334
H -3.26372 7.26381 -6.00111
H -2.09531 8.53471 -5.62213
H -0.87939 7.09623 -4.11168
H -1.41763 5.89693 -5.29766
H -4.58998 6.20233 -3.75807
H -3.88608 6.82893 -2.25804
```

---

(2)
The following is a quantum chemistry calculation of a 2-piece molecular cluster, C4H11NO2 overall, from the OMol25 dataset.

Output
Kohn-Sham gap ... 0.35660 Ha
Net charge ... 0
Structure (SMILES) ... CCC(=O)O.CN
E ... -9909.8823 eV
LUMO ... 0.854 eV

```
18
C4H11NO2, DFT wB97M-V/def2-TZVPD
C -1.80270 -1.62493 0.67216
C -0.40214 -1.15953 0.31125
C -0.56735 0.31592 -0.62480
O -1.25803 1.22204 -0.20119
O -0.60748 -0.03923 -1.93841
H -2.40005 -0.80668 1.08708
H -1.77554 -2.41252 1.43245
H -2.32720 -2.01638 -0.20488
H 0.13918 -0.88061 1.22007
H 0.12538 -1.98878 -0.18023
H -1.34345 0.47365 -2.31897
C 1.86103 1.63847 0.54140
N 1.59950 0.74594 -0.58287
H 2.07692 2.65558 0.21180
H 0.97966 1.70837 1.18052
H 2.66997 1.22748 1.14858
H 1.64959 1.21385 -1.48615
H 1.38272 -0.27265 -0.26779
```

---

(3)
The following is a quantum chemistry calculation of a 14-piece molecular cluster, C14H56O14 overall, from the OMol25 dataset.

Output
Kohn-Sham gap (spin up / spin down) ... 0.06074 / 0.33441 Ha
Net charge ... -1
Multiplicity ... 2
E ... -44084.8584 eV
LUMO (spin up / spin down) ... 1.960 / 1.946 eV

```
84
C14H56O14, DFT wB97M-V/def2-TZVPD
C 9.65119 12.60093 -32.18120
O 9.70508 13.02323 -30.84572
H 8.84090 11.87268 -32.21567
H 9.43669 13.40809 -32.88161
H 10.56972 12.05777 -32.40336
H 10.48286 13.57667 -30.74403
C 4.39571 16.07311 -31.02131
O 4.42670 14.73828 -31.22020
H 5.18595 16.52167 -31.62331
H 3.43937 16.50665 -31.31386
H 4.50046 16.31920 -29.96464
H 3.85399 14.34351 -30.55856
C 6.53272 13.93054 -28.95314
O 6.99389 13.18432 -27.81570
H 6.17508 13.21864 -29.69704
H 5.79672 14.71578 -28.78056
H 7.33263 14.56080 -29.34175
H 7.50338 12.44201 -28.14887
C 7.14812 17.33630 -34.67107
O 7.11919 18.71242 -34.30587
H 7.29537 17.05950 -35.71500
H 7.95671 16.84087 -34.13364
H 6.25461 16.80099 -34.34984
H 6.70756 18.73594 -33.43892
C 8.42059 16.74368 -30.92108
O 9.66177 16.75289 -30.19092
H 8.15587 15.83557 -31.46269
H 7.58844 17.04750 -30.28599
H 8.39127 17.53457 -31.67057
H 10.40568 16.54711 -30.76176
C 5.80219 16.96560 -26.34641
O 6.67537 17.14725 -27.41106
H 4.85408 17.48993 -26.46590
H 5.60596 15.89467 -26.29451
H 6.30762 17.27294 -25.43088
H 7.45451 16.59237 -27.32943
C 8.50871 21.19107 -32.80743
O 8.57928 20.89808 -34.17384
H 7.51219 21.57561 -32.59023
H 8.61108 20.28073 -32.21677
H 9.37310 21.81958 -32.59319
H 8.04689 20.14828 -34.44943
C 4.95119 19.97107 -32.33270
O 5.95457 19.01350 -32.05422
H 5.23048 20.94466 -31.92994
H 4.81677 20.22736 -33.38357
H 3.94529 19.71487 -32.00008
H 6.09488 18.98912 -31.10483
C 10.19832 15.12255 -27.46481
O 9.22862 16.11555 -27.77391
H 10.71273 15.29946 -26.52025
H 9.69214 14.15790 -27.42813
H 10.94740 15.16418 -28.25554
H 9.44606 16.45685 -28.64444
C 6.52316 13.83571 -33.76221
O 5.18520 14.05252 -33.69047
H 6.73138 12.96914 -34.38975
H 7.03477 14.66171 -34.25625
H 6.97578 13.78853 -32.77176
H 5.01084 14.53657 -32.87998
C 13.37494 13.53211 -30.80912
O 12.18495 14.29044 -30.74938
H 13.26550 12.57013 -30.30841
H 13.60295 13.31220 -31.85208
H 14.23275 14.07231 -30.40858
H 12.23239 15.11688 -31.23555
C 10.28992 19.85443 -29.13286
O 11.26637 20.92056 -29.15841
H 10.63380 19.03277 -29.76113
H 10.20077 19.45608 -28.12218
H 9.27367 20.09891 -29.44197
H 12.12986 20.62637 -28.85937
C 11.21308 16.85921 -33.25062
O 12.01350 16.57176 -32.13716
H 10.25539 16.34107 -33.20099
H 10.98202 17.92374 -33.21206
H 11.69649 16.62032 -34.19791
H 12.87105 16.98897 -32.24727
C 5.05589 19.75495 -28.74119
O 5.92760 18.80042 -29.33660
H 4.22200 19.22491 -28.28099
H 5.60729 20.22739 -27.92826
H 4.64916 20.44825 -29.47740
H 6.08688 18.10879 -28.69016
```